Entry 1:
Density functional theory data (ωB97M-V/def2-TZVPD) for a molecular structure, C47H38O2P3Re.

Structure (XYZ):
```
91
Properties=species:S:1:pos:R:3
H -1.170 0.684 4.371
C -3.719 -2.729 1.858
C 1.670 -3.427 1.219
C 3.490 -4.655 -0.507
O -1.342 0.124 -1.552
P -0.330 -0.678 -2.507
H 0.513 -1.484 -5.107
H -5.517 2.230 4.345
H 1.484 -5.352 2.143
C 5.532 1.687 0.703
H -1.962 6.942 -0.672
C 1.183 2.494 2.701
C 4.522 -0.489 0.788
C 3.349 0.047 0.251
H 2.363 1.852 -0.454
C -1.299 5.875 1.063
C -0.145 0.250 -3.986
C -2.289 -0.809 1.384
H -3.493 3.215 3.319
H -2.192 2.684 -0.935
C -0.036 1.863 2.963
H -1.984 -2.798 0.604
H 6.523 -0.075 1.422
C -3.145 0.008 2.219
H 1.960 -1.220 -2.324
C 3.217 -3.308 -0.654
C -2.060 -2.489 -3.513
H -3.948 -3.778 1.732
C -4.543 -1.932 2.628
H 3.728 -2.742 -1.426
C -0.409 1.622 -4.014
C -3.707 2.163 3.172
C 2.859 -5.386 0.498
C 4.362 2.229 0.176
H 1.634 0.418 -1.875
H 0.451 2.224 -7.226
H 0.917 -0.198 -7.169
C -5.135 0.272 3.601
C 0.333 -0.415 -5.122
H 1.320 3.060 1.786
C -0.654 -4.708 -2.565
C 0.553 0.304 -6.283
C -0.193 2.325 -5.185
H 6.389 2.327 0.872
C -4.287 -0.557 2.825
C -2.120 4.821 -0.946
C -0.870 -2.325 -2.789
C -1.836 -4.868 -3.277
H 3.139 2.939 3.445
C -1.102 4.631 1.643
H 4.199 -5.138 -1.165
C 2.015 1.731 4.821
C -0.224 1.164 4.154
C -1.924 3.575 -0.375
Re -0.888 0.006 0.318
C -2.539 -3.764 -3.749
H -2.527 4.902 -1.945
H 3.083 -6.438 0.613
C 2.203 2.429 3.633
C 5.612 0.338 1.011
C -4.859 1.603 3.760
C -2.861 1.374 2.430
H -2.211 -5.864 -3.475
H -2.602 -1.631 -3.893
O 0.789 -0.577 1.054
H -0.110 -5.575 -2.214
C -1.412 3.477 0.920
C 2.299 -2.696 0.209
H 4.311 3.283 -0.062
H -0.707 4.563 2.649
H 0.974 -2.946 1.895
H 4.588 -1.541 1.035
H 0.660 0.572 6.013
H -6.014 -0.161 4.063
C 1.957 -4.777 1.359
C 3.271 1.414 -0.050
H -5.419 -2.366 3.097
P -1.303 1.875 1.695
H -0.792 2.130 -3.137
H 2.808 1.695 5.556
H -1.059 6.770 1.619
H -0.407 3.384 -5.229
C 0.289 1.668 -6.312
C -1.806 5.969 -0.226
H 0.763 -3.323 -1.768
C 0.807 1.100 5.080
H -3.455 -3.901 -4.307
C -0.165 -3.436 -2.318
C -2.608 -2.167 1.233
P 1.938 -0.981 0.034
C 1.318 -0.611 -1.671
```

Its spin multiplicity is 2. For the largest force on an atom, the calculation gives 0.7 eV Å⁻¹. For the calculated total energy, the calculation gives -83424.941 eV. The value obtained for the lowest unoccupied orbital energy (spin up / spin down) is -9.3 / -9.1 eV. As for the total charge: +3. For the HOMO energy (spin up / spin down), the calculation gives -15.84 / -16.02 eV. For the gap between HOMO and LUMO (spin up / spin down), the calculation gives 6.49 / 6.96 eV.



Entry 2:
Density functional theory data (ωB97M-V/def2-TZVPD) for a molecular structure, C47H39BrMoN3P3S2 at a distorted geometry.

Structure (XYZ):
```
96
Properties=species:S:1:pos:R:3
C 1.220 2.711 -0.541
H -2.969 -1.824 0.355
C 2.963 -0.558 -3.306
H 2.222 4.467 3.481
C 5.183 -1.751 0.411
C 4.214 -1.078 -3.654
H -6.470 4.313 -0.644
H 0.344 6.345 0.425
H -5.952 2.690 1.136
C 1.271 3.961 3.461
C -2.912 -3.714 1.362
P -1.414 1.862 -0.552
C -0.429 4.397 0.033
C 1.148 2.756 2.792
Br -4.769 -3.704 1.704
C -0.248 -3.589 0.775
H 1.456 0.918 -3.741
C -2.086 -4.761 1.774
H -4.783 4.882 -2.352
H -2.591 3.746 -2.348
C 5.287 -3.116 0.646
N -1.039 -2.576 0.391
C -1.181 2.631 3.494
C -5.217 2.910 0.378
P 1.988 -1.383 -2.006
C -2.519 -0.809 3.218
H 0.109 -4.099 -4.786
H 3.256 3.363 -0.551
H -0.071 -5.490 1.745
C 3.152 1.088 -5.045
H -2.799 -1.445 -1.898
C -2.340 -2.645 0.672
H 1.894 -3.193 -3.521
H 2.740 1.923 -5.591
C -0.566 -3.563 -4.138
N 1.299 -2.710 -2.845
C 3.237 -2.151 -0.940
H -3.754 1.546 1.165
C -0.079 2.102 2.815
C 0.182 4.502 4.129
H 4.066 -0.200 -0.567
C -0.107 3.092 -0.333
C -5.502 3.836 -0.619
C 3.327 -3.522 -0.692
H -1.458 4.684 0.187
H 4.457 -5.055 0.278
C -0.737 -4.689 1.465
N -0.851 -2.056 -2.293
Mo -0.110 -0.923 -0.647
H -2.807 -2.474 6.142
C -1.928 -3.628 -4.322
C -1.036 3.837 4.153
C -2.187 -2.096 -2.516
H 2.625 -4.215 -1.143
H -3.112 -0.426 2.400
C 4.150 -1.262 -0.366
C -3.111 -1.490 4.266
H 5.886 -0.904 -4.978
C -3.991 2.270 0.396
H 6.089 -3.497 1.261
C 2.227 3.644 -0.383
C -1.178 0.417 0.462
C -2.761 -2.876 -3.484
C 1.910 4.949 -0.019
S -0.938 0.801 -2.271
H 1.999 2.317 2.291
C -1.146 -0.575 3.249
H 0.703 -0.821 4.325
C -0.360 -1.028 4.309
H 0.285 5.443 4.644
C -2.337 -1.947 5.325
C 4.922 -0.504 -4.698
H -4.177 -1.653 4.261
C -4.561 4.146 -1.594
C 0.589 5.324 0.178
C -3.054 2.586 -0.587
C 4.367 -3.995 0.093
C -3.330 3.518 -1.592
P -0.359 0.503 2.038
H 0.815 -3.505 0.546
H 2.698 5.677 0.104
H 4.945 1.011 -6.216
C 4.394 0.576 -5.392
H 4.643 -1.917 -3.126
H 1.453 1.681 -0.836
H -2.493 -5.600 2.319
H -2.346 -4.233 -5.111
H -1.865 4.243 4.711
H -2.118 2.090 3.530
H -3.833 -2.898 -3.595
S 1.312 -0.484 1.313
C 2.429 0.522 -4.007
H 5.910 -1.072 0.827
H -0.368 -2.072 6.169
C -0.965 -1.724 5.341
C -0.046 -2.776 -3.099
```

For the energy above the lowest of the compared OMol25 structures with the same formula, charge and spin, the calculation gives 2.8 kcal per mole. For the largest force on an atom, the calculation gives 3.0 eV Å⁻¹. For the calculated total energy, the calculation gives -175241.139 eV. The value obtained for the lowest unoccupied orbital energy (spin up / spin down) is -14.0 / -14.0 eV. As for the total charge: +4. For the HOMO energy (spin up / spin down), the calculation gives -18.57 / -18.57 eV. For the gap between HOMO and LUMO (spin up / spin down), the calculation gives 4.61 / 4.58 eV.



Entry 3:
Density functional theory data (ωB97M-V/def2-TZVPD) for a molecular structure, C47H39CoF9N5O3P.

Structure (XYZ):
```
105
Properties=species:S:1:pos:R:3
C 4.059 -2.168 3.277
H -0.438 -4.926 3.544
H -0.775 4.432 -1.253
H -0.704 0.631 7.452
C -2.776 -0.471 1.200
C -0.052 4.268 2.428
C -4.317 -2.184 2.250
H 7.095 -1.024 2.316
O 0.938 -2.688 -1.854
C -2.394 3.821 2.780
C 1.548 -0.108 4.416
H 1.765 -6.058 3.908
H 1.894 3.930 -1.282
C -0.072 0.422 6.597
H -3.406 4.184 2.919
H 5.825 -0.593 0.243
C 0.190 2.905 2.388
H 3.326 1.331 -0.853
H 3.549 -2.607 4.126
C 0.654 -3.223 -0.788
C -5.514 -3.073 2.127
P -0.451 0.176 2.488
H -2.183 -5.746 1.466
C 3.225 -1.131 -0.282
H -1.434 -0.637 -4.460
C -3.999 -1.365 1.221
H 0.959 -5.062 -1.634
H -3.824 -2.983 4.236
C 3.975 -1.352 1.009
F -0.575 6.962 2.441
C -0.610 0.391 5.325
C 1.289 0.184 6.779
C 1.861 0.264 8.158
F -2.574 6.547 1.728
N -1.890 -0.750 0.035
H -2.135 -3.227 -0.296
C -0.314 -4.709 1.434
N 0.000 1.342 -0.444
C -1.865 -4.718 1.270
H 3.935 -0.768 -1.034
H -2.938 1.739 2.884
N 2.100 -0.206 -0.195
H -1.667 0.578 5.176
C 3.345 -1.917 2.115
Co 0.089 -0.546 0.116
C -1.656 6.185 2.653
F 1.080 -0.344 9.080
C 1.229 1.903 -0.668
F -6.275 -2.855 1.035
N 0.381 -2.551 0.351
C -1.637 -0.719 -2.349
C 2.321 1.008 -0.570
H 1.195 2.545 2.192
C -4.110 0.437 -2.716
F 2.005 1.542 8.588
H -5.087 0.894 -2.840
F -2.173 6.579 3.846
C -1.349 4.724 2.620
H 2.844 -2.082 -0.648
C -3.550 -2.304 3.442
C 0.252 -5.439 0.241
H -0.360 -6.451 2.654
C -3.682 0.136 -1.430
H 2.286 -2.143 2.073
F -5.183 -4.392 2.082
F 3.081 -0.302 8.257
C -0.278 3.501 -1.025
C -3.327 0.176 -3.830
H 3.162 -0.256 5.825
H -1.761 -1.633 4.361
C -0.842 1.989 2.556
C 5.327 -1.037 1.098
C -2.138 2.460 2.755
C -2.397 -4.265 -0.084
C -0.906 2.301 -0.657
H 1.993 -4.528 3.062
H -2.040 -4.904 -0.897
C 1.558 -5.524 2.978
C 0.193 0.114 4.216
H -4.617 -1.387 0.335
C 0.057 -5.445 2.723
H -2.275 -4.086 2.063
F -6.358 -2.961 3.188
H -3.672 0.416 -4.828
C -2.043 -0.606 2.524
C -2.078 -0.411 -3.616
H -1.962 2.101 -0.560
H 5.964 -2.051 4.267
C 1.095 3.247 -1.036
H 2.065 -6.058 2.171
H -3.486 -4.321 -0.075
H -3.104 0.582 1.068
O 0.230 -2.714 2.601
C 6.043 -1.281 2.264
O 0.259 -6.653 0.128
C 2.103 -0.075 5.689
N 0.708 -4.631 -0.757
H 0.756 4.970 2.280
H -0.666 -1.187 -2.230
H -4.341 0.376 -0.608
H 2.179 -0.306 3.563
C -2.410 -0.449 -1.188
C 0.138 -3.246 1.504
C 5.410 -1.853 3.357
C -2.411 -1.514 3.499
```

For the energy above the lowest of the compared OMol25 structures with the same formula, charge and spin, the calculation gives 0.3 kcal per mole. Its spin multiplicity is 2. For the largest force on an atom, the calculation gives 0.2 eV Å⁻¹. For the calculated total energy, the calculation gives -134344.958 eV. The value obtained for the lowest unoccupied orbital energy (spin up / spin down) is 4.0 / 4.0 eV. As for the total charge: -2. For the HOMO energy (spin up / spin down), the calculation gives -0.69 / -0.74 eV. For the gap between HOMO and LUMO (spin up / spin down), the calculation gives 4.73 / 4.78 eV.



Entry 4:
Density functional theory data (ωB97M-V/def2-TZVPD) for a molecular structure, C47H39MgO6P3.

Structure (XYZ):
```
96
Properties=species:S:1:pos:R:3
C -1.713 -0.079 8.099
C 2.755 1.772 -0.927
H -2.341 2.170 2.990
H -1.828 -2.141 7.512
H -4.388 5.823 -2.953
H -0.669 2.457 6.115
C -1.524 2.874 3.121
O 1.663 -0.029 1.601
H -0.862 6.181 2.880
C -1.109 -0.900 5.924
H 4.890 1.676 -0.936
C -0.419 -3.897 -1.456
H 2.155 0.937 4.716
Mg -0.187 0.277 1.189
C -2.527 2.062 -2.006
C -0.269 2.411 3.529
C 0.784 3.318 3.651
O -3.857 -1.011 0.044
C -2.317 5.488 -2.516
C 1.685 1.797 -3.086
C 0.569 4.669 3.411
C 0.004 7.683 -1.926
H 0.787 1.820 -3.690
H -2.719 4.575 2.597
C 0.315 6.574 -1.136
C 1.664 0.320 3.967
C 0.022 8.964 -1.397
H 1.776 2.977 3.919
H -0.102 3.994 -4.587
H 0.535 4.011 0.303
H 0.954 5.964 0.829
H -0.232 9.807 -2.028
C -1.079 0.245 -2.608
H -3.434 -5.258 -2.207
H -4.128 -3.155 -1.010
C -2.099 -0.325 -3.351
O 3.352 1.141 2.490
H -1.506 2.039 8.390
C -1.391 1.211 7.701
H -1.933 -1.271 -3.852
C -2.705 -4.561 -1.815
C -1.046 4.385 -4.227
H 2.990 1.705 -4.779
H 0.980 8.223 1.758
H -2.375 5.955 -1.539
H 5.050 1.652 -3.411
O -1.770 -0.494 0.603
H 1.052 -5.377 -3.510
H -1.139 4.057 -0.191
C -3.082 -3.397 -1.143
H -4.139 -0.154 -3.993
H -2.719 2.983 -1.472
H 1.190 -6.372 -2.014
C -0.131 3.825 -0.545
C -3.548 1.492 -2.752
C -3.450 5.415 -3.310
C 0.697 8.077 0.722
H -0.123 -0.263 -2.545
H 2.708 1.738 0.155
H -2.125 3.841 -6.000
C 4.082 1.700 -2.929
C 0.365 9.166 -0.067
C 3.996 1.720 -1.546
C -1.739 4.225 2.897
P 0.022 2.007 -0.803
H 1.783 -0.726 4.262
O -0.724 -5.834 -2.562
C -1.570 -1.135 7.210
H -0.267 7.544 -2.966
H -4.272 4.753 -5.181
C -0.919 1.448 6.418
C 2.926 1.731 -3.698
H 0.382 10.167 0.346
C -0.778 -2.757 -0.785
C -1.281 1.452 -1.938
C -1.103 4.965 -2.962
C -2.149 -2.506 -0.633
C -0.770 0.391 5.523
H 1.392 5.368 3.508
H -2.082 -0.261 9.100
C -2.182 4.305 -5.023
C 1.593 1.825 -1.696
C -0.693 5.125 3.053
O 0.844 -4.361 -1.726
C 0.673 -5.545 -2.499
C -1.357 -4.780 -1.958
C 2.313 0.509 2.585
H -4.514 1.979 -2.792
C 0.677 6.793 0.191
H -1.021 -1.725 5.226
P -0.138 0.615 3.838
C -3.336 0.301 -3.427
P 0.421 4.930 -1.942
C -2.663 -1.256 0.053
C -3.384 4.816 -4.563
H -0.017 -2.093 -0.402
```

For the energy above the lowest of the compared OMol25 structures with the same formula, charge and spin, the calculation gives 0.0 kcal per mole. For the largest force on an atom, the calculation gives 0.3 eV Å⁻¹. For the calculated total energy, the calculation gives -94972.381 eV. The value obtained for the lowest unoccupied orbital energy is 0.4 eV. For the HOMO energy, the calculation gives -7.91 eV. For the gap between HOMO and LUMO, the calculation gives 8.29 eV.



Entry 5:
Density functional theory data (ωB97M-V/def2-TZVPD) for a molecular structure, C47H40BClEuF2N14O5 at a distorted geometry.

Structure (XYZ):
```
111
Properties=species:S:1:pos:R:3
O 3.952 -6.238 -0.195
N 3.018 -5.058 1.518
H 0.971 7.953 -3.670
C 1.589 -4.411 -3.959
H -5.433 0.020 2.226
C 0.206 1.842 -2.929
H -1.608 -5.905 -1.989
H -1.693 -0.462 -3.871
N -1.738 6.683 0.276
C 0.056 -3.745 -2.246
H 3.373 -2.853 4.752
O -2.531 4.744 -0.371
N 0.267 -2.443 -2.490
N -0.987 2.904 2.754
Cl 8.764 -1.292 0.327
C 2.283 -3.325 2.973
N -4.436 -0.454 -0.605
C -1.707 -3.451 0.891
H 1.166 5.950 -5.079
H -6.121 1.838 3.611
C -2.867 0.028 0.826
C -0.917 4.728 -2.724
C 1.326 -2.855 2.082
C 1.794 -3.067 -4.229
H -1.717 -2.705 1.676
C -3.271 -0.858 -1.037
C -0.878 -4.063 -1.150
H -0.577 3.296 1.921
H 4.607 -3.278 -1.123
H -2.373 0.407 1.705
C -1.502 3.566 3.801
C 0.554 5.922 -4.191
C -5.492 2.507 3.043
C 0.454 7.049 -3.391
C 6.461 -2.401 -0.512
C -0.128 4.754 -3.860
O 2.186 -2.183 -0.443
N -2.256 -0.582 -0.182
C -4.429 4.640 2.790
C 5.100 -2.391 -0.754
H 0.723 0.140 3.156
Eu 0.312 -0.693 -0.437
H -2.972 -6.448 0.010
C -0.297 7.016 -2.234
H -3.143 -1.370 -1.971
C -1.622 -5.244 -1.138
H -6.128 0.677 0.730
B 0.330 1.585 0.402
C 4.360 -1.233 -0.537
N -2.530 6.224 1.248
C 1.116 -2.130 -3.464
C -2.997 5.076 0.853
H 0.536 -5.794 -2.703
H 2.330 -0.579 4.930
N 0.793 -1.635 2.134
H -5.699 4.120 4.428
C -1.118 0.430 -3.739
C -5.238 0.670 1.368
N -0.310 0.647 -2.672
H -3.001 -4.828 1.907
C 4.994 -0.087 -0.065
H 6.840 0.782 0.590
H -2.347 2.786 5.670
H 4.410 0.807 0.106
O 2.384 -0.170 -1.307
C 0.702 -4.757 -2.954
C -2.429 -4.627 1.016
O 3.134 -5.421 3.743
C 2.890 -1.197 -0.785
C -0.984 5.850 -1.902
C 7.076 -1.260 -0.017
C 1.179 -0.843 3.140
H 4.545 -6.963 -0.411
H 2.469 -2.747 -5.008
C -1.547 1.396 4.130
H 0.912 2.372 -2.317
H 2.909 -4.395 0.764
C -2.402 -5.534 -0.034
H 0.989 3.518 -5.209
H 1.278 -1.073 -3.636
C -0.010 3.548 -4.761
H -1.557 4.634 3.820
F -0.882 2.081 -0.116
H -0.738 3.619 -5.576
C -1.743 5.798 -0.678
H 2.859 -7.128 1.324
H 0.961 -3.510 1.304
C -3.876 4.203 1.588
H 2.117 -5.170 -4.515
H 7.049 -3.285 -0.704
N -1.119 1.409 -4.603
H -1.477 3.846 -2.448
C 2.655 -2.500 4.028
H -3.703 2.614 0.172
C 2.076 -1.244 4.119
C 2.863 -4.696 2.810
N -1.005 1.585 2.934
C 3.600 -6.325 1.156
H -0.366 7.865 -1.573
C 6.348 -0.100 0.209
C -4.139 2.923 1.110
H -4.204 5.634 3.138
N -4.178 0.107 0.576
N -0.274 2.302 -4.090
C -4.933 2.065 1.850
N -0.947 -3.166 -0.161
H -1.664 0.400 4.512
F 1.041 2.726 0.595
H 4.471 -6.520 1.799
C -1.884 2.617 4.722
C -5.251 3.791 3.503
```

Its spin multiplicity is 8. For the largest force on an atom, the calculation gives 4.5 eV Å⁻¹. For the calculated total energy, the calculation gives -118448.283 eV. The value obtained for the lowest unoccupied orbital energy (spin up / spin down) is -0.4 / -3.0 eV. For the HOMO energy (spin up / spin down), the calculation gives -3.70 / -7.83 eV. For the gap between HOMO and LUMO (spin up / spin down), the calculation gives 3.31 / 4.80 eV.